No. 1
# C3H6N4

A cluster of 2 separate species, C3H6N4 in total at a distorted geometry (ωB97M-V/def2-TZVPD, OMol25).

Cartesian coordinates (Å):
H (-0.52726, 3.03352, 1.61032)
N (-0.21152, 2.77155, 0.70766)
N (-0.94861, 2.20922, -0.06728)
H (-1.94768, 1.91251, 0.14429)
C (0.16421, -1.91579, 0.21445)
C (0.14461, -0.73693, 0.84405)
N (0.46043, 0.30376, 0.04917)
N (0.79662, -0.31366, -1.15399)
C (0.59145, -1.65286, -1.07689)
H (-0.12587, -2.81538, 0.72921)
H (-0.42254, -0.58637, 1.79846)
H (1.12161, 0.14554, -1.84391)
H (0.90457, -2.35511, -1.95553)

Summary:
E_tot: -336.78743 hartree
Molar mass: 98.11 g/mol
Kohn-Sham gap: 9.318 eV
Relative energy (zero: lowest compared OMol25 entry of this formula, charge and spin): 4.403 eV
SMILES: [H]/N=N\[H].c1cn[nH]c1

These are the Löwdin partial charges, in e, on atoms 1 to 8: atom 1 (H): 0.0240, atom 2 (N): -0.0406, atom 3 (N): -0.0758, atom 4 (H): 0.0713, atom 5 (C): -0.1330, atom 6 (C): -0.2108, atom 7 (N): 0.0145, atom 8 (N): 0.0359

***

No. 2
# C19H24ClMgN2O2PSSe2

A structure of composition C19H24ClMgN2O2PSSe2 at a distorted geometry (ωB97M-V/def2-TZVPD, OMol25).

Cartesian coordinates (Å):
Mg (-8.60021, 7.93429, 11.10564)
Se (-8.16732, 9.28351, 13.18844)
P (-9.45199, 10.58718, 12.03096)
Se (-10.20334, 9.65095, 10.20126)
C (-10.89757, 11.09769, 13.05245)
C (-11.84855, 10.12704, 13.46613)
C (-12.98051, 10.63190, 14.11817)
C (-13.17229, 11.98536, 14.31829)
C (-12.20772, 12.89335, 13.90955)
C (-11.03996, 12.48607, 13.30198)
C (-8.59926, 12.15822, 11.64041)
C (-8.72832, 12.81706, 10.43890)
C (-8.13511, 14.09232, 10.34237)
C (-7.70478, 14.75235, 11.47838)
C (-7.54694, 14.03799, 12.68299)
C (-8.06973, 12.76404, 12.76559)
H (-11.74469, 9.09136, 13.24029)
H (-13.67804, 9.99487, 14.55115)
H (-14.03564, 12.36152, 14.81789)
H (-12.39319, 13.92102, 14.17730)
H (-10.29278, 13.20717, 13.09786)
H (-9.19750, 12.26276, 9.58770)
H (-8.26060, 14.65429, 9.47742)
H (-7.38603, 15.77378, 11.41705)
H (-7.04434, 14.52789, 13.51903)
H (-7.96181, 12.19125, 13.70400)
Cl (-6.54022, 9.37689, 9.37723)
C (-6.68202, 8.21009, 7.99950)
C (-7.45465, 6.97883, 8.41180)
O (-7.52131, 6.10319, 7.55501)
O (-7.89128, 6.87009, 9.61691)
H (-5.65980, 7.90383, 7.79530)
H (-7.14197, 8.73039, 7.13625)
C (-13.44275, 6.13770, 9.05985)
C (-13.19855, 4.90748, 9.92711)
N (-12.11603, 5.07912, 10.86889)
C (-10.83035, 5.38192, 10.72293)
S (-10.08129, 6.08921, 12.07686)
N (-10.13432, 5.15858, 9.62688)
C (-10.59083, 4.40991, 8.38502)
C (-10.47844, 2.87712, 8.49543)
H (-14.09649, 5.85299, 8.26269)
H (-12.60508, 6.47806, 8.49414)
H (-13.84842, 6.93815, 9.64890)
H (-13.09237, 4.01521, 9.30363)
H (-14.07461, 4.68412, 10.56633)
H (-12.45593, 5.32018, 11.76927)
H (-9.18325, 5.51670, 9.54455)
H (-9.94483, 4.74368, 7.62819)
H (-11.56320, 4.75567, 8.05848)
H (-9.41994, 2.69661, 8.62046)
H (-10.73236, 2.40668, 7.57529)
H (-10.99128, 2.42461, 9.35351)

Summary:
E_tot: -7201.28503 hartree
Molar mass: 593.13 g/mol
Kohn-Sham gap: 8.759 eV
Relative energy (zero: lowest compared OMol25 entry of this formula, charge and spin): 0.013 eV

These are the Löwdin partial charges, in e, on atoms 1 to 8: atom 1 (Mg): -0.0258, atom 2 (Se): 0.3508, atom 3 (P): 0.1916, atom 4 (Se): 0.3346, atom 5 (C): -0.3547, atom 6 (C): -0.0619, atom 7 (C): -0.0739, atom 8 (C): -0.0812

***

No. 3
# C26H39Cl2NO2Sb

A structure of composition C26H39Cl2NO2Sb at a distorted geometry (ωB97M-V/def2-TZVPD, OMol25).

Cartesian coordinates (Å):
C (6.34004, 4.29635, 1.67678)
C (5.83287, 3.92139, 0.14411)
C (4.17550, 3.77726, 0.10660)
O (3.48868, 4.90273, -0.17186)
O (3.57981, 2.46681, 0.42248)
C (2.42032, 2.18297, -0.48576)
C (1.85757, 0.69392, -0.13345)
Sb (-0.35905, 0.45657, -0.23670)
Cl (-0.56780, 2.48822, 1.15755)
C (-0.23828, -1.35343, -1.52576)
C (0.33672, -2.70271, -0.82184)
C (1.95755, -2.74447, -0.55738)
C (2.27432, -4.27525, 0.03830)
C (2.88367, -2.58928, -1.89995)
C (-0.31218, -0.67884, 1.64738)
C (-1.68756, -1.37646, 2.14682)
C (-2.22097, -0.96716, 3.68076)
C (-3.59428, -1.64135, 4.35434)
C (-4.49081, -2.75779, 3.53194)
C (-3.99589, -3.14592, 2.01559)
C (-4.86170, -4.21269, 1.11080)
C (-2.62362, -2.47348, 1.37454)
C (-2.57327, 0.40978, -0.43414)
C (-3.41359, 1.14770, 0.76186)
C (-4.83792, 0.27673, 0.89817)
Cl (-3.95537, 2.88809, 0.38596)
C (-0.27772, 1.75845, -2.05596)
C (-1.14652, 3.18009, -2.21215)
C (-0.96338, 4.06020, -3.58604)
N (-0.09990, 3.74050, -4.77503)
C (0.69212, 2.46924, -4.63746)
C (0.69142, 1.41854, -3.37775)
H (7.37672, 4.87701, 1.64196)
H (5.58288, 5.01496, 2.21415)
H (6.49355, 3.32571, 2.32790)
H (6.15262, 4.83132, -0.54541)
H (6.38113, 2.96640, -0.26055)
H (2.90312, 2.14984, -1.57730)
H (1.64089, 3.04777, -0.50620)
H (2.28561, -0.02250, -0.98768)
H (2.21097, 0.35648, 0.94983)
H (-1.36481, -1.58887, -1.84472)
H (0.34545, -1.20579, -2.53151)
H (0.12166, -3.59212, -1.59101)
H (-0.17456, -3.03053, 0.17631)
H (2.27822, -2.01823, 0.33441)
H (1.91527, -5.12802, -0.67727)
H (3.41813, -4.34206, 0.33592)
H (1.67215, -4.37421, 1.05497)
H (2.61587, -1.63665, -2.52829)
H (2.76154, -3.60365, -2.51342)
H (4.01647, -2.59744, -1.52561)
H (0.02570, 0.09572, 2.49245)
H (0.53706, -1.51799, 1.68357)
H (-1.59067, -0.19294, 4.31282)
H (-3.86162, -1.28422, 5.45243)
H (-5.43659, -3.22746, 4.05021)
H (-4.77609, -5.32044, 1.47775)
H (-6.00047, -3.87179, 1.20360)
H (-4.57716, -4.06851, -0.03636)
H (-2.33429, -2.81354, 0.29376)
H (-2.81306, 1.04640, -1.41751)
H (-2.98562, -0.67770, -0.70609)
H (-2.93275, 1.09239, 1.82687)
H (-5.73755, 1.04537, 0.99767)
H (-5.05629, -0.35986, -0.05832)
H (-4.79659, -0.33240, 1.90003)
H (-1.84012, 3.58219, -1.36188)
H (-1.58178, 5.08019, -3.63531)
H (1.42098, 2.19453, -5.54261)
H (1.39322, 0.48393, -3.42236)

Summary:
E_tot: -2379.21782 hartree
Molar mass: 590.27 g/mol
Kohn-Sham gap: 7.621 eV
Total charge: -1

These are the Löwdin partial charges, in e, on atoms 1 to 8: atom 1 (C): -0.1417, atom 2 (C): -0.1488, atom 3 (C): -0.2636, atom 4 (O): -0.0394, atom 5 (O): -0.1188, atom 6 (C): -0.2565, atom 7 (C): -0.3047, atom 8 (Sb): 1.0849

***

No. 4
# CH4S2

A cluster of 2 separate species, CH4S2 in total at a distorted geometry (ωB97M-V/def2-TZVPD, OMol25).

Cartesian coordinates (Å):
C (0.37062, -0.11914, 1.22405)
S (-0.88611, 0.69987, -1.99827)
S (0.93064, 0.02344, -1.36310)
H (-0.68489, 0.04602, 1.31400)
H (1.07150, 0.70576, 1.22473)
H (0.78753, -0.95711, 1.51550)
H (-1.58929, -0.39884, -1.91690)

Summary:
E_tot: -836.77213 hartree
Molar mass: 80.18 g/mol
Kohn-Sham gap (spin up / spin down): 8.111 / 7.389 eV
Relative energy (zero: lowest compared OMol25 entry of this formula, charge and spin): 2.559 eV

Here is what Löwdin gives for the atomic charges, in e: atom 1 (C): 0.0172, atom 2 (S): 0.1803, atom 3 (S): 0.1116, atom 4 (H): 0.0121, atom 5 (H): -0.0193, atom 6 (H): -0.0672, atom 7 (H): -0.2347

***

No. 5
# C23H27N3O7S

The molecule C23H27N3O7S at a distorted geometry (ωB97M-V/def2-TZVPD, OMol25).

Cartesian coordinates (Å):
C (-2.79432, -2.41109, 3.13588)
O (-3.67419, -1.92716, 2.14689)
C (-3.20293, -1.76416, 0.88412)
C (-1.90096, -2.06353, 0.49083)
C (-1.52975, -1.83998, -0.82537)
N (-0.22788, -2.13023, -1.27403)
C (0.90999, -2.14205, -0.53775)
O (0.97882, -1.92297, 0.64982)
C (2.15386, -2.47837, -1.37160)
N (3.33145, -1.87176, -0.79068)
C (4.35388, -2.67497, -0.38826)
O (4.33703, -3.87828, -0.52280)
C (5.57024, -1.94291, 0.15685)
O (5.31116, -0.72375, 0.81834)
C (4.33936, 0.05246, 0.27363)
C (4.32914, 1.40741, 0.58321)
C (3.33670, 2.23259, 0.08219)
C (2.37100, 1.69120, -0.74241)
S (0.97572, 2.66388, -1.30878)
O (0.34886, 1.95491, -2.38948)
O (1.39821, 4.01524, -1.52186)
N (-0.08443, 2.66392, -0.03603)
C (0.34707, 3.37771, 1.14251)
C (-0.86296, 3.69773, 2.01718)
C (-1.59612, 2.40702, 2.37284)
C (-1.98921, 1.67759, 1.09139)
C (-0.74682, 1.41108, 0.24609)
C (2.36840, 0.34928, -1.06428)
C (3.34495, -0.49325, -0.55280)
C (-2.42819, -1.33336, -1.75736)
C (-3.72537, -1.03033, -1.35808)
O (-4.68047, -0.51452, -2.17165)
C (-4.33549, -0.19320, -3.49933)
C (-4.10774, -1.25418, -0.03969)
H (-3.37218, -2.42759, 4.05845)
H (-1.92880, -1.75344, 3.25992)
H (-2.45032, -3.42393, 2.90593)
H (-1.17513, -2.45115, 1.18166)
H (-0.14055, -2.20679, -2.27770)
H (2.04411, -2.16765, -2.41507)
H (2.32184, -3.56138, -1.33524)
H (6.07697, -2.58944, 0.87687)
H (6.25258, -1.76974, -0.69259)
H (5.10328, 1.78789, 1.22964)
H (3.31950, 3.28690, 0.30294)
H (0.83517, 4.28956, 0.79660)
H (1.06935, 2.77549, 1.71819)
H (-1.53347, 4.35681, 1.46481)
H (-0.53093, 4.21501, 2.91844)
H (-2.48419, 2.62905, 2.96641)
H (-0.94051, 1.76751, 2.96888)
H (-2.48151, 0.73225, 1.31699)
H (-2.67946, 2.29621, 0.51676)
H (-1.01802, 0.97330, -0.71444)
H (-0.07409, 0.71803, 0.77611)
H (1.58671, 0.00485, -1.71868)
H (-2.09889, -1.16745, -2.77058)
H (-3.51614, 0.53122, -3.53747)
H (-5.22933, 0.25003, -3.93497)
H (-4.06274, -1.08643, -4.07079)
H (-5.11226, -1.02110, 0.26935)

Summary:
E_tot: -1981.80132 hartree
Molar mass: 489.55 g/mol
Kohn-Sham gap: 9.020 eV
Relative energy (zero: lowest compared OMol25 entry of this formula, charge and spin): 1.023 eV
SMILES: COc1cc(NC(=O)CN2C(=O)COc3ccc(S(=O)(=O)N4CCCCC4)cc32)cc(OC)c1

These are the Löwdin partial charges, in e, on atoms 1 to 8: atom 1 (C): -0.0767, atom 2 (O): -0.0743, atom 3 (C): -0.2833, atom 4 (C): 0.0348, atom 5 (C): -0.2233, atom 6 (N): 0.1465, atom 7 (C): -0.4591, atom 8 (O): 0.0980

***

No. 6
# C9H16N2P

The ion C9H16N2P with charge +1 at a distorted geometry (ωB97M-V/def2-TZVPD, OMol25).

Cartesian coordinates (Å):
C (4.23749, -0.31585, -1.04054)
C (4.57763, -0.91139, 0.20897)
C (3.00582, 0.41433, -1.07355)
C (3.77626, -0.68077, 1.29086)
C (2.43078, 0.74320, 0.06029)
C (-2.28529, -1.00176, -1.76386)
C (-1.95829, 0.33076, 1.68054)
C (-3.04693, -0.30822, -0.51934)
C (-1.16279, 1.23606, -0.48487)
N (2.88622, 0.36855, 1.24247)
N (-2.01432, 0.46064, 0.24099)
P (0.55540, 1.41325, -0.04107)
H (4.86423, -0.36696, -1.92939)
H (5.50168, -1.39630, 0.46668)
H (2.32014, 0.66040, -1.99796)
H (4.11706, -1.00182, 2.26709)
H (-1.35061, -1.29987, -1.20687)
H (-2.74864, -1.91997, -2.19327)
H (-2.12095, -0.25994, -2.57091)
H (-1.79713, 1.25273, 2.22204)
H (-2.91671, -0.02696, 2.03790)
H (-1.10644, -0.25938, 1.91411)
H (-3.24201, -1.09355, 0.16432)
H (-3.79032, 0.35176, -0.74318)
H (-1.49339, 1.27692, -1.45712)
H (2.36202, 0.65799, 2.03779)
H (0.91368, 2.48649, -0.82710)
H (0.52064, 1.83192, 1.27558)

Summary:
E_tot: -802.95723 hartree
Molar mass: 183.22 g/mol
Kohn-Sham gap (spin up / spin down): 5.510 / 7.979 eV
Spin multiplicity: 3
Total charge: +1
<S²>: 2.031
Relative energy (zero: lowest compared OMol25 entry of this formula, charge and spin): 0.000 eV

These are the Löwdin partial charges, in e, on atoms 1 to 8: atom 1 (C): -0.0346, atom 2 (C): -0.0595, atom 3 (C): -0.1262, atom 4 (C): -0.0758, atom 5 (C): -0.4268, atom 6 (C): -0.0468, atom 7 (C): -0.0460, atom 8 (C): -0.1287